Model A:
Formula: C11H12NO2
Source: OMol25
Level of theory: the ωB97M-V functional and the def2-TZVPD basis

The calculation puts the gap between HOMO and LUMO at 7.576 eV. The highest occupied orbital energy is -3.98 eV.

ORCA input file:
```
! wB97M-V def2-TZVPD RIJCOSX def2/J DEFGRID3
* xyz -1 1
C 1.32816 1.25364 -1.41787
C -0.41115 -0.68388 -1.21771
C 0.91609 -0.15841 -1.16996
C -0.40328 -1.89744 -0.52151
C 1.67190 -1.08341 -0.51936
C -1.59115 -0.27109 -1.84975
C -2.76598 -0.93573 -1.57005
C -2.75574 -2.08485 -0.74334
C -1.58716 -2.59869 -0.24375
N 0.87873 -2.15076 -0.12475
H -1.56231 0.57022 -2.53836
H -3.69244 -0.46992 -1.87799
H -3.69978 -2.61086 -0.67442
H 1.62814 1.68458 -0.45766
H 0.49140 1.89949 -1.67774
H 2.74779 -1.13995 -0.43383
H 1.03997 -2.74989 0.66476
H -1.58666 -3.41074 0.47124
H 2.23483 1.45685 -1.99845
C 1.43959 2.45800 3.00284
C 0.45527 1.81435 1.99211
O 0.05838 2.57689 1.07511
O 0.16022 0.61138 2.16819
H 1.08701 2.34185 4.02402
H 1.47418 3.52649 2.76599
H 2.44397 2.05190 2.87224
*
```

Model B:
Formula: C11H12NO2
Source: OMol25
Level of theory: the ωB97M-V functional and the def2-TZVPD basis

The calculation puts the gap between HOMO and LUMO at 7.147 eV. The highest occupied orbital energy is -3.58 eV.

ORCA input file:
```
! wB97M-V def2-TZVPD RIJCOSX def2/J DEFGRID3
* xyz -1 1
C 2.84941 -1.37774 -1.22281
C -0.49643 -0.66348 0.09646
C 0.91079 -1.01509 0.46276
C 1.59390 -0.89408 -0.80387
C 0.72602 -0.16235 -1.63080
C -1.38837 -0.82828 1.08406
C -1.03649 -1.18336 2.35590
C 0.19667 -1.57300 2.72256
C 1.24933 -1.41404 1.76297
N -0.56802 -0.04955 -1.10863
H -2.42673 -0.83297 0.73175
H -1.87980 -1.18908 3.04050
H -1.63556 0.78483 -1.75343
H 0.26853 -1.91418 3.81488
H 0.94205 0.24479 -2.56780
H 2.17566 -1.72933 2.20214
H 2.98652 -2.34269 -1.76584
H 3.55324 -1.12101 -0.53642
H 3.19806 -0.73986 -2.18403
C -1.01394 2.64015 -0.42686
C -2.42549 2.52912 -1.01796
O -3.38891 3.09429 -0.59219
O -2.41962 1.55174 -1.90449
H -0.37913 1.86732 -0.25159
H -1.15530 3.12445 0.56132
H -0.43640 3.19337 -1.06858
*
```

The least stable of them is model B.

Model A:
Formula: C2H11N4
Source: OMol25
Level of theory: the ωB97M-V functional and the def2-TZVPD basis

The calculation puts the gap between HOMO and LUMO at 11.549 eV. The highest occupied orbital energy is -14.37 eV.

ORCA input file:
```
! wB97M-V def2-TZVPD RIJCOSX def2/J DEFGRID3
* xyz 1 1
N 1.19033 0.42896 1.04504
C 0.08847 -0.45649 1.12849
N -0.42970 -0.67460 2.35454
N -0.38006 -1.01908 0.06953
H 1.89524 0.09028 1.69373
H 0.95092 1.36038 1.36817
H -0.14852 -0.07491 3.11081
H -1.31361 -1.15167 2.47053
H -0.91606 -1.85747 0.24427
H -0.09941 -0.58580 -1.13620
C -0.66005 1.35301 -2.02394
N 0.15828 0.12897 -2.15756
H -0.44026 2.06297 -2.81800
H -0.42535 1.84572 -1.08393
H -1.71196 1.08389 -2.05174
H -0.07749 -0.40778 -2.98605
H 1.14312 0.37691 -2.19901
*
```

Model B:
Formula: C2H11N4
Source: OMol25
Level of theory: the ωB97M-V functional and the def2-TZVPD basis

The calculation puts the gap between HOMO and LUMO at 11.590 eV. The highest occupied orbital energy is -14.49 eV.

ORCA input file:
```
! wB97M-V def2-TZVPD RIJCOSX def2/J DEFGRID3
* xyz 1 1
C 2.21148 1.82478 0.09676
N 0.88457 1.67592 0.86240
H 2.98795 1.14811 0.52638
H 2.67404 2.81992 0.21729
H 2.05023 1.53766 -0.94545
H 1.15270 1.61650 1.85752
H 0.43454 2.59710 0.79206
N -1.41580 -2.13484 -0.77811
C -0.85121 -0.97123 -0.28015
N -1.61191 0.13517 -0.20133
N 0.41808 -0.95708 0.15301
H -2.45528 -2.13953 -0.89936
H -0.98920 -3.00962 -0.57675
H -2.60816 0.10687 -0.38618
H -1.10821 1.03509 -0.19311
H 0.83424 -0.03287 0.40114
H 0.94099 -1.83473 0.05502
*
```

Model C:
Formula: C2H11N4
Source: OMol25
Level of theory: the ωB97M-V functional and the def2-TZVPD basis

The calculation puts the gap between HOMO and LUMO (alpha / beta) at 7.835 / 7.969 eV. The highest occupied orbital energy (alpha / beta) is -12.40 / -12.44 eV.

ORCA input file:
```
! wB97M-V def2-TZVPD RIJCOSX def2/J DEFGRID3
* xyz 1 1
C 1.10610 0.18906 -1.62026
C 0.13682 -0.78977 1.09552
N 0.95728 0.69702 2.05154
N -2.28064 -0.47645 -1.35101
N -0.42053 -0.35726 -0.01709
N -1.66210 -0.01845 -0.19205
H 2.02629 0.24733 -1.00976
H 0.93544 -0.71509 -2.23052
H 0.77934 1.07559 -2.05511
H -0.49521 -1.20519 1.82007
H 1.08158 -1.17591 0.84747
H 1.56422 1.23912 1.36733
H 1.73660 0.19679 2.57203
H -2.11221 0.00909 -2.18918
H -2.02679 -1.41257 -1.54063
H 0.44548 1.40695 2.64522
H -1.77168 1.08972 -0.19357
*
```

The least stable of them is model C.

Model A:
Formula: CBrN4
Source: OMol25
Level of theory: the ωB97M-V functional and the def2-TZVPD basis

The calculation puts the gap between HOMO and LUMO at 9.094 eV. The highest occupied orbital energy is -5.92 eV.

ORCA input file:
```
! wB97M-V def2-TZVPD RIJCOSX def2/J DEFGRID3
* xyz -1 1
C 0.88302 0.01538 -0.11501
N 0.27701 1.13228 -0.05170
N 0.20047 -1.10961 -0.03593
N -1.01249 0.71089 0.07071
N -1.05942 -0.56864 0.06266
Br 3.24591 -0.13482 0.00466
*
```

Model B:
Formula: CBrN4
Source: OMol25
Level of theory: the ωB97M-V functional and the def2-TZVPD basis

The calculation puts the gap between HOMO and LUMO at 8.108 eV. The highest occupied orbital energy is -4.69 eV.

ORCA input file:
```
! wB97M-V def2-TZVPD RIJCOSX def2/J DEFGRID3
* xyz -1 1
C -0.83977 0.21477 0.41694
N 1.12344 -0.42621 0.27508
N 0.25201 -0.23891 1.19457
N -0.54135 0.35468 -0.81651
N 0.67635 -0.17411 -0.91420
Br -2.64700 0.82170 0.67552
*
```

The least stable of them is model A.